Molecular formula: C14H50N8O11
Method: DFT, ωB97M-V/def2-TZVPD

CARTESIAN COORDINATES (ANGSTROEM)
1 N 2.763 -2.312 -2.392
2 C 1.667 -1.869 -2.951
3 N 1.948 -1.070 -3.954
4 O 0.386 -2.225 -2.587
5 H 2.550 -2.802 -1.556
6 H 3.723 -2.093 -2.764
7 H 1.005 -0.647 -4.218
8 H 2.792 -0.460 -3.995
9 N -1.733 3.471 2.896
10 C -2.144 2.249 2.608
11 N -2.642 2.021 1.421
12 O -2.017 1.202 3.549
13 H -1.495 3.653 3.822
14 H -2.069 4.321 2.327
15 H -2.903 1.004 1.314
16 H -2.552 2.605 0.632
17 N -1.527 3.294 -1.102
18 C -2.309 4.327 -1.240
19 N -3.468 3.892 -1.683
20 O -1.985 5.627 -0.829
21 H -0.693 3.461 -0.505
22 H -1.763 2.300 -1.269
23 H -4.324 4.518 -1.745
24 H -3.600 2.964 -2.136
25 N -2.552 -1.161 -2.949
26 C -2.870 -0.643 -1.800
27 N -3.772 -1.362 -1.233
28 O -2.388 0.538 -1.239
29 H -1.681 -0.792 -3.357
30 H -2.702 -2.215 -2.981
31 H -3.897 -1.062 -0.286
32 H -4.041 -2.353 -1.378
33 C 3.091 -4.502 2.112
34 C 2.881 -3.216 1.266
35 O 2.192 -3.463 0.100
36 H 2.053 -4.904 2.277
37 H 3.647 -4.233 3.069
38 H 3.586 -5.282 1.591
39 H 3.848 -2.780 1.042
40 H 2.293 -2.630 1.888
41 H 1.385 -3.969 0.270
42 C -0.572 -2.064 3.593
43 C -1.931 -2.098 4.329
44 O -2.869 -2.374 3.303
45 H 0.249 -1.716 4.174
46 H -0.657 -1.503 2.670
47 H -0.297 -3.071 3.293
48 H -2.139 -1.175 4.858
49 H -1.946 -2.848 5.097
50 H -2.866 -3.332 3.158
51 C 2.409 4.074 0.200
52 C 1.060 4.486 0.858
53 O 0.239 3.394 1.025
54 H 2.682 3.092 0.633
55 H 3.203 4.808 0.405
56 H 2.208 3.996 -0.897
57 H 0.541 5.274 0.376
58 H 1.214 4.769 1.884
59 H -0.297 3.410 1.804
60 C 3.926 0.685 -0.626
61 O 3.107 1.331 -1.606
62 H 3.764 -0.383 -0.703
63 H 3.855 0.996 0.431
64 H 4.973 0.907 -0.936
65 H 2.163 1.256 -1.370
66 C 0.528 0.040 0.413
67 O 0.689 1.201 -0.361
68 H -0.492 -0.197 0.656
69 H 1.113 0.131 1.356
70 H 0.832 -0.893 -0.074
71 H 0.362 1.982 0.141
72 C -0.123 0.932 -3.436
73 O -0.367 0.257 -4.621
74 H -0.972 1.479 -2.962
75 H 0.636 1.736 -3.638
76 H 0.274 0.295 -2.683
77 H -0.591 0.951 -5.278
78 C -0.776 -3.529 0.315
79 O -0.245 -4.801 0.847
80 H -0.883 -3.393 -0.719
81 H -0.176 -2.673 0.599
82 H -1.699 -3.354 0.891
83 H -0.816 -5.478 0.566

Summary:
Structure (SMILES): NC(N)=O.NC(N)=O.NC(N)=O.NC(N)=O.CCO.CCO.CCO.CO.CO.CO.CO
Max |F| (hartree/bohr): 0.160
Total charge: 0
Energy relative to the best compared isomer or geometry (same formula, charge and spin) (kcal per mole): 104.75

***

Molecular formula: C14H52F6N25O18S2
Method: DFT, ωB97M-V/def2-TZVPD

CARTESIAN COORDINATES (ANGSTROEM)
1 C -0.904 -1.203 1.254
2 F -0.155 -0.588 2.173
3 F -0.801 -2.518 1.420
4 F -2.166 -0.852 1.437
5 S -0.195 -0.801 -0.474
6 O 1.247 -1.072 -0.322
7 O -0.998 -1.645 -1.327
8 N -0.544 0.847 -0.568
9 S -0.510 1.231 -2.075
10 O 0.777 1.070 -2.716
11 O -1.704 0.883 -2.783
12 C -0.787 3.143 -2.036
13 F -1.986 3.407 -1.573
14 F 0.103 3.717 -1.193
15 F -0.688 3.749 -3.214
16 O -2.256 -1.835 -3.982
17 H -1.854 -2.639 -3.645
18 H -2.187 -1.205 -3.257
19 O -2.281 6.108 0.021
20 H -1.759 6.897 0.194
21 H -1.934 5.450 0.635
22 C 4.245 3.635 -0.580
23 O 4.357 4.767 -0.102
24 N 5.058 2.582 -0.272
25 N 3.297 3.306 -1.464
26 H 4.730 1.632 -0.251
27 H 5.684 2.818 0.485
28 H 2.576 3.966 -1.690
29 H 3.266 2.382 -1.867
30 C -2.214 0.968 5.556
31 O -2.454 1.347 6.698
32 N -2.031 -0.343 5.234
33 N -2.060 1.775 4.460
34 H -2.371 -0.949 5.966
35 H -1.940 -0.678 4.296
36 H -1.680 2.699 4.574
37 H -2.081 1.307 3.575
38 C 4.279 -0.189 -2.733
39 O 4.140 0.934 -3.219
40 N 3.244 -0.913 -2.255
41 N 5.481 -0.758 -2.494
42 H 3.231 -1.893 -2.048
43 H 2.368 -0.422 -2.172
44 H 5.478 -1.607 -1.963
45 H 6.335 -0.270 -2.689
46 C 0.926 2.762 2.447
47 O 1.029 3.747 3.184
48 N -0.041 2.493 1.552
49 N 1.893 1.833 2.414
50 H -0.047 1.693 0.895
51 H -0.898 3.023 1.453
52 H 1.768 0.994 1.877
53 H 2.631 1.921 3.089
54 C 2.425 -4.411 3.440
55 O 3.107 -5.390 3.178
56 N 2.842 -3.495 4.342
57 N 1.249 -4.061 2.813
58 H 3.654 -3.837 4.829
59 H 2.449 -2.580 4.450
60 H 0.566 -3.537 3.335
61 H 0.976 -4.832 2.221
62 C 1.495 7.023 -4.598
63 O 1.011 6.981 -5.731
64 N 2.690 7.625 -4.335
65 N 0.812 6.501 -3.554
66 H 3.221 7.609 -5.191
67 H 3.035 7.640 -3.394
68 H 0.059 5.877 -3.775
69 H 1.017 6.753 -2.604
70 C -2.772 -4.491 -1.394
71 O -3.409 -4.549 -2.447
72 N -1.800 -5.383 -1.112
73 N -3.099 -3.659 -0.380
74 H -1.697 -6.163 -1.735
75 H -1.242 -5.278 -0.283
76 H -2.485 -3.502 0.398
77 H -3.990 -3.200 -0.417
78 C 4.291 -1.405 1.611
79 O 5.441 -0.984 1.688
80 N 3.244 -0.901 2.305
81 N 3.856 -2.307 0.701
82 H 2.375 -1.401 2.341
83 H 3.370 0.002 2.720
84 H 4.578 -2.555 0.046
85 H 2.899 -2.510 0.486
86 C 2.118 -4.881 -1.850
87 O 3.306 -4.718 -1.600
88 N 1.542 -6.057 -2.212
89 N 1.187 -3.884 -1.821
90 H 2.014 -6.944 -2.180
91 H 0.607 -6.062 -2.568
92 H 0.287 -4.189 -1.508
93 H 1.577 -2.964 -1.908
94 C -3.818 2.404 1.384
95 O -3.032 3.295 1.736
96 N -3.412 1.400 0.570
97 N -4.903 2.040 2.110
98 H -2.460 1.393 0.246
99 H -4.055 0.635 0.608
100 H -5.456 1.262 1.806
101 H -5.207 2.584 2.897
102 C -4.825 2.716 -4.252
103 O -5.702 3.135 -3.486
104 N -5.094 1.773 -5.198
105 N -3.601 3.245 -4.257
106 H -6.045 1.471 -5.292
107 H -4.384 1.400 -5.799
108 H -3.504 3.957 -3.554
109 H -2.881 2.842 -4.828
110 C -2.250 -4.686 4.190
111 O -1.308 -4.260 4.867
112 N -3.509 -4.603 4.639
113 N -2.111 -4.949 2.862
114 H -4.214 -5.134 4.155
115 H -3.594 -4.381 5.617
116 H -1.189 -4.882 2.475
117 H -2.874 -5.239 2.276

Summary:
Max |F| (hartree/bohr): 0.094
Total charge: -1
Energy relative to the best compared isomer or geometry (same formula, charge and spin) (kcal per mole): 0.00

***

Molecular formula: C14H52N14O12
Method: DFT, ωB97M-V/def2-TZVPD

CARTESIAN COORDINATES (ANGSTROEM)
1 N -23.685 -4.011 6.658
2 C -24.097 -4.151 5.447
3 N -24.363 -5.321 5.029
4 O -24.272 -3.038 4.620
5 H -23.694 -3.041 6.982
6 H -23.762 -4.789 7.340
7 H -24.754 -5.427 4.085
8 H -24.173 -6.158 5.570
9 N -27.989 -6.439 1.609
10 C -28.266 -6.737 0.322
11 N -29.440 -7.311 0.280
12 O -27.279 -6.792 -0.663
13 H -26.999 -6.288 1.826
14 H -28.684 -5.844 2.146
15 H -29.813 -7.568 -0.690
16 H -30.033 -7.392 1.097
17 N -22.344 -4.486 -0.674
18 C -22.885 -3.494 -0.084
19 N -23.832 -2.902 -0.711
20 O -22.476 -3.017 1.115
21 H -21.540 -4.920 -0.108
22 H -22.669 -4.925 -1.525
23 H -24.468 -2.391 -0.070
24 H -24.244 -3.188 -1.619
25 N -20.407 -5.508 0.659
26 C -20.200 -6.732 0.664
27 N -20.882 -7.364 1.585
28 O -19.283 -7.344 -0.156
29 H -19.576 -5.042 0.159
30 H -20.687 -5.119 1.542
31 H -20.316 -8.214 1.969
32 H -21.618 -6.879 2.116
33 N -27.271 -8.970 2.338
34 C -27.560 -10.027 1.624
35 N -28.400 -9.793 0.674
36 O -27.022 -11.303 1.802
37 H -26.402 -8.947 2.862
38 H -27.702 -7.994 2.057
39 H -28.663 -10.597 0.199
40 H -28.884 -8.921 0.494
41 N -24.665 -0.700 3.215
42 C -24.879 -0.599 1.946
43 N -24.870 0.644 1.526
44 O -25.228 -1.639 1.135
45 H -24.685 -1.676 3.483
46 H -24.426 -0.029 3.878
47 H -25.000 0.780 0.511
48 H -24.308 1.327 2.019
49 N -24.265 -10.580 1.452
50 C -23.611 -9.515 1.716
51 N -22.393 -9.555 1.230
52 O -24.131 -8.443 2.470
53 H -25.276 -10.583 1.611
54 H -23.938 -11.410 0.882
55 H -21.828 -8.652 1.325
56 H -22.129 -10.121 0.423
57 C -23.876 -7.380 -0.910
58 C -24.382 -6.322 -1.919
59 O -23.370 -5.981 -2.852
60 H -24.690 -7.769 -0.238
61 H -23.100 -7.004 -0.263
62 H -23.443 -8.167 -1.548
63 H -24.560 -5.462 -1.285
64 H -25.256 -6.772 -2.379
65 H -23.173 -6.722 -3.341
66 C -20.494 -4.601 4.706
67 C -21.247 -4.343 3.481
68 O -22.054 -5.409 3.179
69 H -21.145 -4.615 5.551
70 H -19.833 -3.763 4.844
71 H -19.924 -5.525 4.724
72 H -20.481 -4.228 2.710
73 H -21.809 -3.393 3.600
74 H -22.841 -5.312 3.733
75 C -27.098 -3.590 -0.824
76 O -28.254 -3.445 -1.611
77 H -27.379 -3.670 0.244
78 H -26.397 -2.747 -0.917
79 H -26.446 -4.409 -1.142
80 H -28.925 -4.119 -1.488
81 C -24.939 -5.050 1.635
82 O -25.235 -6.019 2.624
83 H -23.926 -5.276 1.343
84 H -24.779 -4.058 2.031
85 H -25.593 -4.981 0.702
86 H -24.667 -6.832 2.500
87 C -27.313 -3.409 3.223
88 O -28.578 -2.832 3.518
89 H -26.585 -2.597 2.998
90 H -27.340 -4.209 2.470
91 H -26.854 -3.830 4.149
92 H -29.203 -3.563 3.622

Summary:
Structure (SMILES): NC(N)=O.NC(N)=O.NC(N)=O.NC(N)=O.NC(N)=O.NC(N)=O.NC(N)=O.CCO.CCO.CO.CO.CO
Max |F| (hartree/bohr): 0.218
Total charge: 0
Energy relative to the best compared isomer or geometry (same formula, charge and spin) (kcal per mole): 70.88

***

Molecular formula: C14H52N6O12
Method: DFT, ωB97M-V/def2-TZVPD

CARTESIAN COORDINATES (ANGSTROEM)
1 N -3.377 2.171 3.079
2 C -3.873 1.121 3.669
3 N -3.418 0.941 4.900
4 O -4.511 0.127 2.986
5 H -3.773 2.324 2.135
6 H -2.857 2.955 3.571
7 H -3.770 0.121 5.369
8 H -2.931 1.685 5.488
9 N -0.825 1.070 2.654
10 C -0.355 0.029 3.279
11 N -1.039 -0.308 4.330
12 O 0.858 -0.596 3.012
13 H -0.457 1.061 1.687
14 H -1.728 1.337 2.794
15 H -0.937 -1.241 4.804
16 H -1.968 0.119 4.490
17 N -0.330 5.082 1.256
18 C -0.362 4.559 0.098
19 N 0.755 4.163 -0.340
20 O -1.447 4.299 -0.665
21 H -1.359 5.105 1.556
22 H 0.312 5.893 1.368
23 H 0.749 3.757 -1.391
24 H 1.726 4.352 -0.020
25 C -2.533 -3.534 1.160
26 C -2.926 -2.471 2.247
27 O -3.214 -3.101 3.493
28 H -3.287 -4.115 0.670
29 H -1.986 -4.320 1.594
30 H -1.995 -3.017 0.393
31 H -3.791 -1.949 1.961
32 H -2.077 -1.813 2.489
33 H -2.935 -4.030 3.512
34 C -1.493 0.118 -0.116
35 C -0.358 0.669 -0.837
36 O 0.412 1.257 0.221
37 H -1.264 -0.738 0.571
38 H -2.101 -0.278 -0.943
39 H -2.077 0.887 0.474
40 H -0.641 1.329 -1.626
41 H 0.297 -0.088 -1.229
42 H 0.499 2.224 0.093
43 C -0.904 -2.583 -2.481
44 O -0.419 -2.791 -3.778
45 H -0.190 -2.261 -1.752
46 H -1.226 -3.501 -2.075
47 H -1.745 -1.869 -2.499
48 H 0.459 -3.113 -3.721
49 C 3.383 2.253 -1.184
50 O 4.388 2.368 -0.294
51 H 3.458 2.985 -1.977
52 H 2.410 2.441 -0.711
53 H 3.224 1.338 -1.674
54 H 4.232 3.205 0.102
55 C 0.753 -0.260 -4.630
56 O 1.464 0.360 -3.541
57 H 0.741 0.448 -5.408
58 H -0.210 -0.473 -4.392
59 H 1.268 -1.197 -4.974
60 H 2.403 0.308 -3.674
61 C 3.268 -0.529 0.459
62 O 3.269 -1.145 1.700
63 H 2.720 -1.058 -0.310
64 H 4.305 -0.643 0.054
65 H 3.200 0.504 0.519
66 H 2.412 -1.136 2.055
67 C 0.217 3.526 -4.026
68 O 0.843 2.898 -2.907
69 H -0.575 2.834 -4.358
70 H 0.991 3.626 -4.786
71 H -0.309 4.466 -3.763
72 H 1.320 2.077 -3.212
73 C 0.817 -3.308 1.663
74 O 0.938 -4.690 1.709
75 H 0.176 -2.924 2.427
76 H 0.320 -2.947 0.706
77 H 1.872 -2.904 1.827
78 H 1.284 -5.008 0.930
79 C 2.652 -2.746 -2.762
80 O 2.509 -3.810 -1.913
81 H 2.053 -1.908 -2.467
82 H 2.264 -2.907 -3.754
83 H 3.722 -2.510 -2.895
84 H 2.630 -4.578 -2.471

Summary:
Structure (SMILES): NC(N)=O.NC(N)=O.NC(N)=O.CCO.CCO.CO.CO.CO.CO.CO.CO.CO
Max |F| (hartree/bohr): 0.182
Total charge: 0
Energy relative to the best compared isomer or geometry (same formula, charge and spin) (kcal per mole): 139.79

***

Molecular formula: C14H56N28O14
Method: DFT, ωB97M-V/def2-TZVPD

CARTESIAN COORDINATES (ANGSTROEM)
1 C -3.546 -1.941 2.536
2 O -4.154 -1.962 1.460
3 N -3.991 -1.269 3.474
4 N -2.359 -2.337 2.768
5 H -3.418 -1.157 4.299
6 H -4.913 -0.897 3.301
7 H -2.036 -2.399 3.723
8 H -1.876 -2.827 2.029
9 C -2.250 0.446 -3.638
10 O -1.440 1.178 -3.118
11 N -2.022 -0.232 -4.679
12 N -3.469 0.367 -3.299
13 H -2.745 -0.732 -5.177
14 H -1.029 -0.317 -4.845
15 H -4.155 -0.276 -3.669
16 H -3.716 0.962 -2.521
17 C 3.323 -1.306 -1.963
18 O 3.716 -2.430 -1.964
19 N 2.396 -0.882 -2.823
20 N 3.854 -0.392 -1.293
21 H 1.919 -1.676 -3.225
22 H 1.819 -0.249 -2.287
23 H 4.482 -0.609 -0.533
24 H 3.698 0.581 -1.518
25 C -0.053 -0.228 0.493
26 O 0.312 -1.101 1.346
27 N -0.172 1.053 0.690
28 N -0.523 -0.459 -0.694
29 H -0.035 1.511 1.580
30 H -0.639 1.614 -0.007
31 H -0.546 -1.417 -1.012
32 H -0.878 0.217 -1.355
33 C -0.350 5.315 -1.816
34 O -1.512 5.682 -2.132
35 N 0.756 5.606 -2.422
36 N -0.013 4.667 -0.706
37 H 1.650 5.472 -1.972
38 H 0.803 6.016 -3.344
39 H 0.947 4.431 -0.495
40 H -0.745 4.164 -0.226
41 C 0.472 -3.951 -2.555
42 O 0.189 -2.962 -1.929
43 N 1.662 -4.248 -2.921
44 N -0.381 -4.874 -3.003
45 H 2.326 -3.596 -2.527
46 H 1.998 -5.063 -3.415
47 H -1.343 -4.868 -2.695
48 H -0.072 -5.617 -3.614
49 C -3.533 -4.222 -1.300
50 O -3.070 -5.232 -1.798
51 N -4.492 -4.134 -0.412
52 N -3.056 -3.035 -1.499
53 H -4.520 -3.163 -0.133
54 H -5.260 -4.790 -0.389
55 H -3.223 -2.251 -0.884
56 H -2.236 -2.976 -2.085
57 C 3.428 2.824 -0.480
58 O 2.644 3.574 -1.069
59 N 4.594 2.648 -0.901
60 N 3.084 2.026 0.513
61 H 4.778 2.871 -1.869
62 H 5.237 2.219 -0.251
63 H 3.748 1.363 0.887
64 H 2.163 2.104 0.921
65 C -3.118 2.612 0.238
66 O -2.037 3.113 0.178
67 N -3.358 1.500 0.924
68 N -4.126 3.027 -0.388
69 H -2.746 0.964 1.523
70 H -4.272 1.118 0.726
71 H -4.133 3.896 -0.902
72 H -5.022 2.645 -0.119
73 C 2.231 -2.964 3.888
74 O 2.711 -3.407 4.883
75 N 0.933 -2.794 3.731
76 N 2.907 -2.794 2.846
77 H 0.456 -2.320 2.978
78 H 0.423 -2.921 4.594
79 H 2.489 -2.543 1.962
80 H 3.908 -2.759 2.970
81 C 3.013 0.716 4.135
82 O 3.563 -0.151 4.816
83 N 1.813 0.765 3.911
84 N 3.492 1.789 3.655
85 H 1.312 -0.031 4.280
86 H 1.465 1.499 3.311
87 H 4.360 2.113 4.058
88 H 2.834 2.508 3.389
89 C 1.802 2.581 -4.293
90 O 1.427 2.266 -5.417
91 N 1.086 2.294 -3.232
92 N 2.955 2.998 -3.911
93 H 1.258 2.630 -2.295
94 H 0.229 1.784 -3.393
95 H 3.205 3.164 -2.947
96 H 3.494 3.281 -4.718
97 C -0.227 -5.151 1.142
98 O -0.579 -6.084 0.461
99 N -0.100 -3.929 0.781
100 N 0.004 -5.314 2.419
101 H 0.000 -3.196 1.469
102 H -0.209 -3.805 -0.215
103 H 0.337 -4.562 3.005
104 H -0.207 -6.261 2.702
105 C -0.415 3.846 3.059
106 O 0.356 2.905 2.767
107 N -0.017 4.910 3.736
108 N -1.720 4.115 2.806
109 H -0.698 5.656 3.710
110 H 0.951 4.913 4.023
111 H -2.020 5.062 2.990
112 H -2.233 3.487 2.204

Summary:
2S+1: 2
Max |F| (hartree/bohr): 0.200
Total charge: +1
<S²>: 0.7542
Energy relative to the best compared isomer or geometry (same formula, charge and spin) (kcal per mole): 92.98